Record 1
Formula: C6H15F2N4O7S2Tl
Source: the Open Molecules 2025 dataset
Level of theory: ωB97M-V/def2-TZVPD

Computed properties:
2S+1: 2
HOMO (spin up / spin down): -12.87 / -12.83 eV
Kohn-Sham gap (spin up / spin down): 8.33 / 3.78 eV
Total charge: +1
⟨S²⟩: 0.7579
Total energy: -58547.4417 eV

Geometry as XYZ:
```
37
Properties=species:S:1:pos:R:3:forces:R:3
Tl -0.8902 0.9874 -2.4076 -0.170 -0.604 0.435
N 1.2004 1.7356 -0.4719 1.405 1.215 -0.855
S 1.5558 1.9492 1.0242 -4.119 -3.129 8.358
O 1.1470 3.1846 1.5949 0.594 0.243 -0.844
O 2.6780 1.2061 1.4502 2.191 0.903 -0.914
F 0.4803 0.9647 1.6182 -0.766 0.137 -0.398
S 2.4842 2.7145 -0.9487 1.923 3.504 -8.264
O 3.6651 2.0240 -1.3593 -0.555 -0.569 2.028
O 2.5501 4.1008 -0.5513 -0.555 -2.572 0.575
F 1.7883 2.7887 -2.4067 -0.178 0.529 0.549
O -1.2046 -1.3251 -0.6692 0.781 3.125 -1.226
C -1.1676 -2.2401 0.1083 -1.709 0.277 -0.542
N -1.2667 -3.4374 -0.4016 -0.169 -3.871 0.388
C -1.0992 -2.1400 1.5715 0.234 0.383 1.047
H -1.3716 -3.6430 -1.3848 0.007 0.502 0.173
H -1.5069 -4.1768 0.2432 0.219 -0.223 -0.339
H -0.0255 -2.2748 1.7029 0.077 0.237 0.930
H -1.6551 -2.8717 2.1577 0.226 -0.485 -0.445
H -1.4770 -1.1925 1.9556 0.545 0.224 -0.401
O 1.4165 -0.6919 -2.6317 -0.447 -1.156 -0.486
C 2.0559 -1.4839 -1.9295 1.097 0.753 0.708
N 2.4609 -1.0189 -0.7417 0.000 -0.355 0.404
C 2.7212 -2.7925 -2.3324 -0.867 -0.589 -1.347
H 2.2772 -0.0311 -0.6385 0.481 -0.522 0.415
H 3.1811 -1.5161 -0.2375 -0.160 0.386 0.208
H 3.4562 -2.4560 -3.0636 -0.037 -0.307 -0.272
H 2.0168 -3.4879 -2.7889 -0.237 0.528 -0.673
H 3.2099 -3.5165 -1.6803 0.132 1.063 1.063
O -2.0778 1.2725 0.2264 0.589 -1.824 -2.000
C -2.7150 1.8024 1.0977 -1.632 0.882 -0.426
N -2.1110 2.7007 1.8456 0.076 2.302 2.473
C -4.2390 1.6613 1.3819 1.208 0.142 -0.096
H -2.6624 3.3605 2.3755 0.012 -0.351 0.156
H -1.1265 2.9237 1.8795 -0.071 -0.486 -0.593
H -4.5135 2.5716 1.9150 -0.355 -0.336 0.208
H -4.3602 0.7689 1.9960 -0.214 0.150 0.124
H -4.8753 1.5790 0.5007 0.441 -0.104 -0.122
```
Forces are in eV/Å.

=====

Record 2
Formula: C6H15F3NO2P
Source: the Open Molecules 2025 dataset
Level of theory: ωB97M-V/def2-TZVPD

Computed properties:
HOMO: -8.99 eV
Kohn-Sham gap: 9.66 eV
Total energy: -29491.4366 eV

Geometry as XYZ:
```
28
Properties=species:S:1:pos:R:3:forces:R:3
C 0.9901 2.9040 -1.7007 -0.302 -0.366 -0.002
C 0.1061 1.7470 -1.2456 -0.105 0.100 0.011
C -0.6499 2.0433 0.0500 0.052 -0.168 0.256
N -0.6787 0.9123 0.9827 -0.052 -0.096 -0.420
P -1.7577 -0.4464 0.5587 -0.555 -0.069 0.115
O -2.9652 -1.6232 0.1230 0.254 0.453 0.409
C -0.5144 -1.7397 0.9795 -0.034 0.131 -0.147
C 0.8609 -1.5160 0.4184 0.304 -0.393 0.056
O 0.8157 -1.8537 -0.9523 -0.263 0.003 0.028
C 1.8966 -2.3986 1.1115 0.493 -0.311 0.319
F 1.8981 -2.2159 2.4687 0.073 -0.147 -1.108
F 1.7071 -3.7165 0.8698 0.157 0.763 0.284
F 3.1497 -2.0779 0.6564 -0.782 -0.301 0.358
H 1.7393 2.5496 -2.3958 0.176 0.040 -0.280
H 0.3915 3.6607 -2.1903 -0.032 0.332 -0.091
H 1.4988 3.3483 -0.8552 0.183 0.153 0.191
H 0.7087 0.8546 -1.1266 0.157 -0.185 0.213
H -0.6161 1.5063 -2.0184 -0.034 -0.082 -0.316
H -0.1523 2.8690 0.5470 0.084 0.174 0.207
H -1.6621 2.3903 -0.1762 -0.166 0.143 -0.160
H -0.9046 1.2459 1.9046 0.035 0.097 0.285
H -2.6477 -0.0887 1.5814 0.043 -0.211 0.105
H -1.9337 0.1084 -0.7201 0.356 -0.032 -0.099
H -2.7440 -1.9597 -0.7449 -0.096 -0.325 -0.366
H -0.8706 -2.6968 0.6274 -0.152 -0.232 -0.056
H -0.4709 -1.7952 2.0617 -0.057 0.157 0.274
H 1.2023 -0.4975 0.5595 -0.070 0.289 0.195
H 1.6030 -1.5140 -1.3740 0.335 0.083 -0.259
```
Forces are in eV/Å.

=====

Record 3
Formula: C6H15F4LiN2O12PS4
Source: the Open Molecules 2025 dataset
Level of theory: ωB97M-V/def2-TZVPD

Computed properties:
HOMO: -7.71 eV
Kohn-Sham gap: 10.36 eV
Total charge: -1
Energy relative to the best compared isomer or geometry (same formula, charge and spin): 0.000 eV
Total energy: -97728.1563 eV

Geometry as XYZ:
```
45
Properties=species:S:1:pos:R:3:forces:R:3
Li -20.1067 -18.7833 11.1591 -0.075 -0.588 0.441
N -20.7724 -17.2532 12.2408 -0.800 0.036 1.293
S -20.1120 -16.8650 13.6619 1.248 0.444 -0.168
O -19.9034 -17.9277 14.5816 -0.089 -0.356 0.116
O -20.6042 -15.6234 14.1368 -0.311 0.410 0.330
F -18.6561 -16.5572 13.1369 -0.126 -0.078 -0.296
S -22.3645 -17.4169 12.5345 0.157 -0.474 -1.253
O -23.1576 -16.3506 12.0406 0.051 0.040 -0.152
O -22.6926 -18.0183 13.7758 -0.074 0.019 0.621
F -22.5582 -18.6193 11.4927 -0.094 0.141 -0.290
N -18.8157 -19.1534 9.7230 0.975 -0.636 -1.354
S -18.9651 -19.8613 8.2281 -2.661 0.264 1.127
O -18.2114 -21.0432 8.0265 0.489 -0.152 0.122
O -19.1832 -18.9402 7.1815 0.315 0.357 -0.459
F -20.4426 -20.3693 8.5688 0.107 -0.214 -0.123
S -17.2452 -18.9376 9.8498 1.487 0.669 0.591
O -16.6887 -18.3281 8.6928 0.181 0.063 -0.474
O -16.5341 -20.0357 10.4217 -0.228 0.048 0.402
F -17.1859 -17.7903 10.9386 -0.521 -0.397 0.142
C -22.6800 -21.5907 15.8095 -0.018 -0.054 -0.172
C -21.8516 -20.9853 14.7132 -0.178 0.136 -0.338
O -20.8143 -21.9332 14.3224 -0.403 0.118 0.248
P -19.6897 -21.4145 13.3812 0.529 -0.771 -0.498
O -19.9573 -20.2105 12.5922 -0.330 0.823 -0.687
O -18.4498 -21.2787 14.3302 0.279 0.217 0.247
C -17.3553 -20.3920 14.0113 0.427 0.084 0.523
C -16.9692 -19.6627 15.2844 -0.552 0.093 0.085
O -19.4129 -22.6938 12.4962 -0.107 -0.156 0.060
C -18.5108 -22.5579 11.3689 0.114 0.784 -0.064
C -17.6829 -23.8052 11.2216 0.130 0.044 -0.327
H -23.4103 -20.8371 16.1057 -0.025 -0.090 0.175
H -23.2121 -22.4660 15.4348 -0.005 -0.027 0.084
H -22.0677 -21.8878 16.6594 -0.023 0.095 0.065
H -22.4655 -20.7957 13.8329 -0.009 -0.002 -0.016
H -21.4235 -20.0228 14.9884 0.240 -0.095 0.119
H -16.5184 -21.0064 13.6741 -0.136 0.000 -0.264
H -17.6697 -19.6920 13.2389 0.122 -0.055 -0.057
H -16.0764 -19.0526 15.1544 0.009 -0.018 -0.129
H -17.8044 -19.0197 15.5691 0.126 0.094 0.033
H -16.8070 -20.3645 16.1035 0.112 -0.090 -0.097
H -19.1006 -22.2934 10.4899 -0.141 -0.441 -0.030
H -17.8646 -21.6819 11.4921 0.029 -0.171 0.194
H -16.8834 -23.8375 11.9615 -0.162 -0.118 0.182
H -18.2992 -24.7015 11.2798 0.014 -0.014 0.075
H -17.1925 -23.7885 10.2460 -0.074 0.019 -0.026
```
Forces are in eV/Å.